Record 1
One molecule with the formula C4H6ClN in a non-equilibrium geometry, computed with ωB97M-V with the def2-TZVPD basis set.

Each line ends with the Löwdin charge.
Atoms and positions in Å:
1 C 0.48247 0.49820 0.24573  -0.367
2 C 0.98116 1.40609 -0.58043  -0.170
3 C 0.89942 -0.40575 1.29406  -0.092
4 C -1.03784 0.70294 0.26039  -0.061
5 N 1.01859 2.38743 -1.24230  -0.478
6 Cl 1.11887 3.11837 -2.66959  0.666
7 H -0.04964 -1.06094 1.54360  0.106
8 H 0.99494 0.18443 2.15603  0.059
9 H 1.76302 -1.11517 1.07291  0.104
10 H -1.39452 -0.23000 0.63199  0.051
11 H -1.56889 0.88414 -0.70136  0.091
12 H -1.00372 1.64940 0.79303  0.091

Calculated values
HOMO level   -7.58 eV
ΔE to the lowest compared entry with this formula, charge and spin   389.2 kJ/mol
Molar mass   103.6 g mol⁻¹
Charge   0
SMILES   CC(C)=C=NCl

***

Record 2
One molecule with the formula C4H6ClN in a non-equilibrium geometry, computed with ωB97M-V with the def2-TZVPD basis set.

Each line ends with the Löwdin charge.
Atoms and positions in Å:
1 C 0.58449 1.13850 -0.15033  -0.107
2 C -0.73626 1.29134 0.12401  -0.277
3 C 1.11268 -0.28345 -0.20640  -0.253
4 C -0.00669 -1.25692 0.20113  0.001
5 N -1.45245 0.18734 0.60194  -0.498
6 Cl -2.89309 -0.26868 -0.17817  0.531
7 H 1.27728 1.96598 -0.39126  0.101
8 H -1.24603 2.24638 0.05736  0.103
9 H 1.63589 -0.74477 -1.12565  0.131
10 H 1.86019 -0.36728 0.57337  0.087
11 H -0.39753 -1.93614 -0.59047  0.070
12 H 0.26152 -1.97230 1.08449  0.109

Calculated values
HOMO level (spin up / spin down)   -8.26 / -8.26 eV
ΔE to the lowest compared entry with this formula, charge and spin   354.1 kJ/mol
Molar mass   103.6 g mol⁻¹
Charge   0

***

Number 1: calculated total energy -670.80036 hartree. Number 2: calculated total energy -670.81374 hartree.